1.
Entry from the OMol25 dataset: a 16-piece molecular cluster, C55H155N13O16 overall at a distorted geometry (wB97M-V/def2-TZVPD).

```
! wB97M-V def2-TZVPD RIJCOSX def2/J DEFGRID3
* xyz 0 1
C 4.5642 0.4943 -3.1797
O 0.1844 -7.6568 -4.7859
H 1.7442 -5.0056 2.8296
H -4.3065 3.5483 -2.4022
H 5.9457 3.1118 4.0547
H -0.1960 1.4738 -1.3323
H 4.0250 -2.9100 3.0245
C -0.5743 -0.4054 0.5267
C 5.6124 5.7024 -1.2731
N -1.8025 -6.2719 0.9216
C -2.5359 -5.6233 -3.1833
C 4.8453 -3.5013 -1.9476
C -1.3477 -6.5584 -3.2288
C 7.8755 2.0811 -1.4380
H 6.0635 6.0195 -0.3393
C 0.1319 7.1443 2.6230
H -5.9260 -8.5035 0.0512
H -1.6238 -5.4315 1.4311
H 1.0007 1.0886 0.7931
N -4.7021 5.4833 -2.9840
H -4.2680 0.0875 0.1134
N -0.0755 -5.9905 -2.5384
H 5.9381 4.6596 4.9412
H -1.6782 -0.3100 0.3587
C -3.1336 0.9423 5.8397
H 5.0316 1.4432 -2.9334
H 1.7129 -4.2838 -2.7608
H -1.5428 2.8570 5.0014
C -5.6092 0.7115 6.1019
H 3.5547 -4.4225 -6.6033
H -2.8577 -7.5077 2.1856
C 3.9418 -3.7349 -4.2769
H -5.6454 5.4192 -2.6183
C 2.2066 3.7356 6.0431
H -2.5859 3.7927 0.7724
N 1.2245 4.6739 6.4122
C 2.5730 -4.4323 -6.0343
H -0.4727 2.6765 2.0478
H -3.0020 1.7674 -2.1553
H 6.1262 3.3827 0.2636
H 0.8398 -4.1787 4.1882
H 0.4281 -2.9764 -4.4497
H -4.3774 6.4142 -2.6610
H 1.3767 -8.4843 -6.1573
H -0.6876 -5.8334 -5.0692
H 4.1218 0.8299 2.9731
H 4.8334 6.3924 -1.5455
C 1.5305 2.5154 5.4594
H 6.3664 5.6723 -2.0582
C -4.1816 -6.0738 1.2306
H 0.6439 5.0191 5.6245
C -2.5619 3.1036 5.2888
O 7.0088 3.1588 -1.6365
C -0.6386 -1.2450 -3.9161
H -1.8225 1.5263 1.8938
C 0.7136 5.4397 -1.3944
C -3.3734 8.2362 3.0614
C -0.0367 -0.6152 -5.1406
H -5.2615 -3.0168 1.9919
H 0.1654 6.0366 2.6511
H 2.0557 2.0677 -5.0383
C -4.2866 -0.0240 5.7477
H 0.7132 8.6922 3.8940
H -5.3922 1.0152 7.1333
H -4.8318 -1.8282 6.4359
O -2.4011 -3.1520 2.4852
C -0.2381 -2.3194 -0.7772
H -4.5592 0.3631 1.8718
C 4.4590 -2.3050 2.1996
C 3.4205 -1.5133 1.4911
N -4.0931 -1.1770 6.5960
O 0.1634 -0.9702 -0.5676
C -2.9940 4.7673 -1.3677
C 0.6068 7.6209 3.9637
H -1.0405 -6.8607 1.1717
H 5.1814 -4.5823 -1.8594
H 4.5616 -1.0913 -0.3353
O -3.9519 4.6874 -0.3817
H -1.8190 -1.4073 3.3952
H -4.8957 -2.6719 -0.4418
H -4.0380 0.3138 -2.6159
O 5.1999 -0.2923 -4.1654
H -4.1325 -0.9052 7.5843
C -2.0867 -1.0014 -3.6506
H 0.0637 -5.4367 3.2404
H 0.4208 -2.7443 -1.4996
O 4.9964 0.3332 1.0706
C 6.5536 0.0259 -4.4950
H -2.6392 3.4045 6.3412
H -1.2819 -2.2743 -1.0064
H 3.7288 2.5609 -4.4534
H 4.9801 -2.9092 1.4610
C -0.1359 1.0413 0.7094
H -0.6451 -3.2541 -3.2911
H 0.0223 0.4940 -5.0939
O -2.1635 0.3875 -3.4511
H -3.0923 9.2319 3.4480
H 2.1571 1.7463 5.0700
H -3.0805 1.2515 6.9061
C -5.7950 -2.0147 -0.3854
C 0.7888 -4.6422 3.1957
H -2.8514 5.4842 1.2621
H -2.6089 5.7854 -1.4640
H -0.3753 -5.7126 -1.5655
H -6.0527 -1.8639 2.9004
C -2.3376 -2.3276 3.6461
H -2.3670 -1.6106 -2.7681
H -6.6986 -0.7174 0.9995
C -5.7339 -1.2594 0.9861
C -0.7728 1.6112 1.9592
N -0.5126 -2.7007 -4.1236
H -3.4296 -7.8991 -0.7848
H -1.0632 8.8448 2.3801
N 3.8719 4.3104 -0.2050
H 7.3483 1.1830 -1.3357
H 0.9896 2.0035 6.2565
O 0.1998 -3.7411 2.3208
C 0.4511 -7.9427 -6.1493
H 0.6567 7.1678 0.6174
C -3.0143 0.6778 -2.2968
H 5.6192 -2.8602 -2.3280
C -3.7139 4.4514 -2.6459
C 3.6445 -3.3705 -2.8358
H 1.8364 5.5297 -1.4895
H 1.7083 -1.6499 0.4670
H -4.1338 4.2625 1.5115
H -3.3952 -6.1889 -3.6742
C 4.9191 4.3258 -1.2427
H 3.7575 1.8980 1.5029
H -5.0138 -6.5637 1.7811
H 4.5687 -3.2575 -0.9557
C -5.2419 -9.3458 -0.0712
H 2.6048 -3.0196 0.1943
C -0.9703 -6.8023 -4.6413
H -5.3794 -2.4043 -3.1271
H 0.5284 -7.0483 -6.7794
H 3.3149 0.0200 -0.0673
H -0.3002 -0.9237 1.4365
H 3.3130 -2.3025 -2.8438
C -1.2489 7.7670 2.3121
O 4.2294 3.4598 4.9326
H -0.2869 -8.5877 -6.5731
H -7.0662 -2.1581 -2.4943
C 3.0781 0.6867 -3.6414
H -6.4584 0.0063 6.1412
C -6.0866 -1.6871 -2.6819
H -3.6178 -1.0187 1.3356
H -2.1160 4.1475 -1.0892
H 3.2497 5.1566 -0.2479
H 3.1828 3.5433 -0.3378
O -5.7213 -1.1087 -1.4184
H 0.3303 5.0580 -2.3304
H 2.2016 0.3161 -1.8656
N -0.3758 1.9574 -0.4648
H -1.9643 5.0750 -3.8187
H -4.4938 -5.9261 0.2171
C -3.1125 -8.1978 0.2321
C -4.4873 -0.3803 1.1057
H 1.9183 7.5228 1.6305
H 5.3055 2.2928 -1.0001
C -2.6942 4.2939 -3.7689
H 6.9258 -0.5865 -5.3457
H 2.9401 -0.9799 2.2575
C -2.9818 -6.9920 1.2685
H -4.2929 -0.3463 4.6981
O 2.6679 -3.5581 -4.9622
C 3.1995 4.3996 5.1591
H 1.8129 -4.0836 -6.7329
H -2.8030 -1.2729 -4.4368
H -1.7193 -7.2859 -5.2105
H 3.6174 5.3173 5.6029
H 0.8980 -3.1275 1.9277
H 0.9514 -0.9914 -5.4641
N 2.3391 -2.3062 0.8937
H 6.7647 1.0864 -4.7042
H -6.6811 -2.6739 -0.4130
H -4.9833 -9.3830 -1.1670
O -2.2379 7.3336 3.1952
H -2.3573 -4.7795 -3.9170
H -2.1341 -8.6705 0.0669
H -0.1856 7.5113 4.6838
H -3.3678 -2.0395 4.0297
H -1.4514 -3.2891 2.2395
O 0.6400 4.5988 -0.2533
H -2.9313 3.9464 4.7381
H 1.5999 5.4819 6.8708
H 2.6515 3.5016 6.9864
C 4.0681 -0.5327 0.4830
N 2.3809 1.1603 -2.4352
H -2.1323 3.3868 -3.6898
H -6.1503 -0.8051 -3.3393
H 5.0906 4.3843 3.3019
H -0.3845 1.0824 2.8309
H -2.1792 0.4519 5.6367
H -5.7315 -10.2906 0.2188
H 5.3495 1.8884 2.2219
C 3.0609 1.7847 -4.7486
C 4.4731 1.2487 2.0270
H -3.2780 4.2374 -4.6583
H -3.6214 8.2553 1.9785
H 1.5871 7.2595 4.2957
H -4.2798 7.8879 3.5865
H 4.5570 -0.0536 -2.2530
H 8.4024 2.3272 -0.5309
O -4.0456 -9.1734 0.7639
N -5.9333 -2.2597 1.9936
H -0.6914 -0.7591 -6.0248
H -2.8632 -5.2266 -2.1777
H 1.5155 1.4984 -2.8093
N 0.9341 7.6101 1.5093
H -5.8574 1.6030 5.5106
H 2.7432 4.5777 4.1515
H -0.2206 -0.8532 -2.9627
H -1.6536 7.4993 1.3396
H -4.0640 -5.0615 1.6592
H -1.6270 -7.5324 -2.8223
N 2.5362 -4.1282 -2.1665
H 4.6393 -3.0273 -4.7751
H 2.7423 -5.0367 -1.7133
H -1.3835 1.9938 -0.6083
C 5.3438 3.9788 4.2977
H 4.5642 4.1789 -2.2832
H 0.7679 2.7448 4.7696
H 0.3583 3.6739 -0.4459
C -3.3394 4.5613 0.8477
H -0.1282 -2.9237 0.1731
H 3.3762 1.3449 -5.6691
H 5.1480 -1.6371 2.7292
H -1.7527 -2.7764 4.4584
O -3.4472 2.0431 5.0145
H 4.2323 -4.7922 -4.3663
H 7.2665 -0.3069 -3.7808
H 0.6002 -6.7591 -2.4467
H 8.5876 1.9497 -2.2007
H 2.3407 -5.4564 -5.8353
C 5.8804 3.1914 -0.8289
H 0.2181 6.3728 -1.1034
H -2.7211 0.1086 -1.3815
H 2.7255 -0.2615 -3.9448
*
```

highest occupied orbital energy = -8.978 eV
max |F| = 3.32 eV/Å
E_tot = -4103.7995 hartree
ΔE to the lowest compared entry with this formula, charge and spin = 0.0 kJ/mol
gap between HOMO and LUMO = 9.4977 eV



2.
Entry from the OMol25 dataset: C27H26ClF3IS as an isolated structure at a distorted geometry (wB97M-V/def2-TZVPD).

```
! wB97M-V def2-TZVPD RIJCOSX def2/J DEFGRID3
* xyz 1 1
H 2.5941 0.7591 -2.1937
H 3.0911 -2.3615 -2.0495
C -4.5018 -1.9977 -1.5558
H 7.2093 2.3343 0.0858
C 4.1329 2.5114 3.9463
H 2.9093 -0.4720 -3.5194
C 7.7290 -1.4817 0.1433
H 4.2741 3.8383 5.6199
H 1.8052 3.9443 5.9382
C -9.4007 0.4475 -1.6482
S -0.3084 0.5028 -1.6397
H -3.3167 -3.4450 -0.0928
H 3.7481 1.1947 2.3044
H 0.6421 -1.7013 -2.2388
C 1.9335 1.8312 3.2829
C -9.9408 -1.3714 -0.1639
C -10.3459 -0.3881 -1.0631
H -11.3963 -0.2737 -1.3070
C -4.4931 -0.6880 -2.4206
H -1.0896 -2.0582 -0.1855
F 5.4613 2.4618 3.7696
I -0.0237 -0.6379 -4.6667
C -1.9594 -0.3715 -1.6380
H 8.5687 1.2431 -1.6756
C 6.9603 -0.8842 1.1303
H 3.9506 -1.0172 -1.0159
C -8.0612 0.2832 -1.3345
H 2.1815 -1.5514 -0.6658
C 2.2281 3.3368 5.1458
C -3.1859 0.1282 -2.4544
Cl 0.2980 0.5479 0.3490
C 8.1219 0.6472 -0.8870
C -3.3015 -2.5027 -0.7282
C -1.9990 -1.6810 -0.7678
C 7.3561 1.2591 0.1016
H -10.6791 -2.0207 0.2952
H 0.3165 2.6451 4.4438
C 3.3105 1.7872 3.0997
C 2.9731 -1.3717 -1.4797
F 7.9094 -2.8108 0.1634
C 6.7772 0.4950 1.1124
H -5.4476 -2.6260 -1.5469
H -6.5895 -0.8009 -0.2284
H 1.2828 1.2593 2.6293
H 6.1844 0.9739 1.8840
C -7.6454 -0.6936 -0.4463
H 8.9148 -1.2222 -1.6198
C 8.3145 -0.7303 -0.8635
C -8.5927 -1.5232 0.1463
H -9.6972 1.2232 -2.3446
C 1.3920 2.6072 4.3031
C 3.6074 3.2843 4.9696
H -3.0504 1.0905 -3.0454
C 0.7844 -0.6323 -2.6498
F -7.1462 1.0842 -1.9027
H 6.5112 -1.4962 1.9040
H -5.3708 -0.3212 -3.0424
H -8.2792 -2.2874 0.8496
C 2.3488 -0.2999 -2.5361
*
```

highest occupied orbital energy = -10.981 eV
max |F| = 4.60 eV/Å
E_tot = -2499.6737 hartree
gap between HOMO and LUMO = 5.7821 eV



3.
Entry from the OMol25 dataset: one molecule with the formula C3H4N2O2 at a distorted geometry (wB97M-V/def2-TZVPD).

```
! wB97M-V def2-TZVPD RIJCOSX def2/J DEFGRID3
* xyz 0 1
H -3.1441 -0.0292 -0.2633
C 1.2286 -0.1114 0.1102
O 0.8403 1.2324 -0.2298
N -0.0391 -0.8306 0.1903
H -0.2670 -1.8941 0.2341
H -1.2976 2.0776 -0.3856
C -0.6925 1.2707 0.1729
C -1.1553 -0.2226 -0.0039
O 2.3266 -0.7163 -0.1028
N -2.2867 -0.7675 -0.1869
H -0.6303 1.2837 1.3763
*
```

SMILES = [H]/N=C1\COC(=O)N1
highest occupied orbital energy = -10.098 eV
max |F| = 6.29 eV/Å
E_tot = -376.6426 hartree
ΔE to the lowest compared entry with this formula, charge and spin = 318.3 kJ/mol
gap between HOMO and LUMO = 10.3091 eV



4.
Entry from the OMol25 dataset: one molecule with the formula C20H30O4 (wB97M-V/def2-TZVPD).

```
! wB97M-V def2-TZVPD RIJCOSX def2/J DEFGRID3
* xyz 0 1
H 2.1983 0.4981 1.7278
H 4.0753 0.6438 0.0407
H -2.0062 2.5222 1.8624
H -5.8132 0.2485 -0.9086
C 0.5240 -1.6306 0.2432
C 0.2883 -1.8479 1.7035
O -2.9852 -1.9548 0.8414
H 3.6748 0.1885 -1.6194
H -1.5320 -0.7647 1.9999
O -0.0069 -2.2802 -0.6314
C -2.9611 2.5979 -0.0349
C -3.6294 2.0688 -1.0500
C 0.0248 0.6915 1.6534
H -2.7908 1.0130 1.3884
H 6.1290 0.4360 -2.2624
C -2.1945 1.8511 1.0214
H -4.1624 2.7329 -1.7167
H -1.0452 0.5171 -0.2130
C 5.3198 -0.9035 -0.7734
O -0.2675 3.1947 -0.8575
C -4.8326 -0.1038 -0.5851
H 7.3503 -0.4749 -1.3739
H 1.2585 -0.1257 -1.0563
H -0.3885 -0.6182 3.3280
H 1.7952 2.7675 1.0077
H 2.1647 2.0375 -0.5504
C -0.8507 1.2884 0.5403
H 1.2517 -1.9349 2.2079
H 2.8401 -2.0168 -0.7972
H -5.5120 -2.1148 -0.1778
H -1.7248 -2.7826 -0.9822
C -3.7302 0.6093 -1.3798
C -3.3822 -2.0875 -0.2907
H -4.7245 0.1252 0.4762
C 1.4098 0.6249 0.9823
C 6.3987 0.0431 -1.2846
O -2.6547 -2.6174 -1.2616
H 5.2226 -1.7477 -1.4595
C -0.4782 -0.6300 2.2412
C 1.4869 1.9935 0.3003
H -3.9272 0.4894 -2.4470
C 2.8930 -1.1532 -0.1293
H 3.1767 -1.5183 0.8611
H -4.8554 -1.8957 -1.8200
H 6.5268 0.8812 -0.6029
H -2.7805 0.1180 -1.1668
H -2.9575 3.6732 0.0717
H 0.0782 1.4338 2.4584
H -0.2946 -2.7530 1.8709
C 0.0605 2.3029 -0.1236
H 5.6167 -1.3010 0.1999
C -4.7398 -1.6232 -0.7714
C 3.9697 -0.2008 -0.6425
C 1.4933 -0.5103 -0.0581
*
```

SMILES = CCCC[C@H]1C(=O)CC[C@H]2[C@@H]1CC(=O)[C@@H]2C/C=C\CCCC(=O)O
highest occupied orbital energy = -8.808 eV
max |F| = 0.66 eV/Å
E_tot = -1081.0853 hartree
ΔE to the lowest compared entry with this formula, charge and spin = 6.9 kJ/mol
gap between HOMO and LUMO = 9.4697 eV



5.
Entry from the OMol25 dataset: a 6-piece molecular cluster, C2H18NO5 overall at a distorted geometry (wB97M-V/def2-TZVPD).

```
! wB97M-V def2-TZVPD RIJCOSX def2/J DEFGRID3
* xyz 1 1
H -1.6674 -2.7264 0.4934
H 0.0174 -0.8953 -0.0370
H -1.6368 -1.2036 -2.7297
O 0.9459 1.3549 -2.7765
H 0.5973 -2.2095 0.7430
H 1.1006 -1.0244 2.5861
C 0.4852 -0.4565 1.9066
H 1.1414 0.2242 1.3783
O -1.2532 -0.4862 -2.1990
H -1.8868 2.6260 1.7414
H 1.1641 0.4217 -2.9316
H -1.0791 1.8461 0.8044
H 1.3998 2.8140 0.3544
H 3.2214 -0.9482 -0.6035
C -1.4206 -1.8368 1.0705
H -2.0700 -1.0076 0.8099
H -0.3855 0.0109 2.3475
H 1.2348 2.4674 -1.1373
O -1.6945 1.6975 1.5438
N -0.0189 -1.4128 0.8407
H -1.5731 -2.1438 2.1040
O 2.2706 -0.7972 -0.5409
O 0.9924 2.1708 -0.2397
H 2.1957 0.1634 -0.5618
H -2.0618 0.0548 -2.1602
H -0.0187 1.2969 -2.8067
*
```

highest occupied orbital energy = -14.617 eV
max |F| = 1.26 eV/Å
E_tot = -517.7243 hartree
ΔE to the lowest compared entry with this formula, charge and spin = 69.6 kJ/mol
gap between HOMO and LUMO = 11.7552 eV